Record 1
This record from the Open Molecules 2025 dataset describes a structure of composition C27H44F6OP2Rh in a non-equilibrium geometry. The level of theory is ωB97M-V/def2-TZVPD.

```
! wB97M-V def2-TZVPD RIJCOSX def2/J DEFGRID3
* xyz 1 5
Rh -0.19241 -0.81755 2.40507
C -1.97662 -1.29034 3.26128
C -1.57866 -2.35720 2.42274
C 0.18596 -1.97048 3.92840
C -0.94174 -1.02223 4.23595
C -0.27677 -2.78306 2.79502
C -3.36323 -0.69593 3.26056
H -3.91750 -0.85606 2.31840
H -3.34370 0.38353 3.45756
H -3.89458 -1.21989 4.07346
C -0.82735 0.30274 4.90893
H -1.78039 0.84827 4.80270
H -0.07388 0.99148 4.44802
H -0.54933 0.17010 5.96686
C 1.60236 -1.77773 4.33301
H 1.88504 -1.94563 5.36324
H 1.79297 -0.71905 4.13005
H 2.25535 -2.33758 3.65238
C 0.45935 -3.91458 2.09981
H 0.56697 -4.81824 2.72789
H 1.46648 -3.58299 1.80964
H -0.09828 -4.21708 1.20242
C -2.55788 -3.13154 1.52291
H -2.88551 -4.05540 2.03312
H -2.16783 -3.42507 0.53844
H -3.46360 -2.54302 1.34589
C -1.29098 1.86653 0.14675
C -2.46101 1.19840 0.11541
C -2.86275 0.00880 -0.67419
C -1.82695 -0.73978 -1.58667
C -0.48591 -1.22495 -1.19396
C 0.67293 -0.56318 -1.11003
C 0.98600 0.84745 -0.84127
C -0.18841 1.89144 -0.84827
H -3.68593 0.32036 -1.33272
H -1.65243 -0.07116 -2.48728
H -3.27525 -0.73599 0.01294
H -0.63002 1.98427 -1.87018
H -1.15588 2.56402 0.98017
H -3.22858 1.62765 0.76654
H 0.31656 2.84140 -0.60999
H 1.51198 0.95814 0.12236
H 1.57458 -1.19215 -0.98488
H 1.69653 1.12411 -1.62268
H -2.33346 -1.65588 -1.92678
H -0.39245 -2.32652 -1.11291
P -0.89212 1.01340 -3.81687
C -0.89954 2.80486 -4.19374
C -2.03901 0.44967 -5.13099
P 1.48133 -1.04425 -4.38377
C 0.64098 0.58237 -4.66907
C 0.86176 -1.77839 -5.99577
C 2.99164 -0.48140 -5.33487
H 0.00719 3.27063 -3.77445
H -1.81903 3.28471 -3.82354
H -0.87180 2.82371 -5.29083
H -1.77419 1.09659 -5.98291
H -3.09333 0.62314 -4.87648
H -1.85809 -0.60922 -5.36986
H 2.69455 -0.13503 -6.33480
H 3.65946 -1.34773 -5.43364
H 3.50792 0.34227 -4.83225
H 1.34241 1.42113 -4.52356
H 0.31805 0.56361 -5.73212
H 1.43047 -2.70136 -6.16881
H 1.07871 -1.08776 -6.82490
H -0.21153 -1.99101 -5.99770
C 2.16927 2.22198 4.31286
C 2.12101 1.83088 2.84936
O 1.17707 1.01535 2.35263
C 2.06947 3.30056 2.10832
F 2.95294 4.20283 2.66229
F 2.28030 3.22188 0.76534
F 0.81896 3.82417 2.31665
C 3.58652 1.23522 2.53909
F 4.58537 2.13142 2.81132
F 3.77271 0.17839 3.40560
F 3.72029 0.82114 1.26213
H 2.19498 1.35215 4.95999
H 1.31776 2.82429 4.61853
H 3.06374 2.80137 4.54069
*
```

HOMO-LUMO gap (alpha / beta) ... 6.9 / 4.8 eV
Relative energy (zero: lowest compared OMol25 entry of this formula, charge and spin) ... 2.7701 eV
<S²> ... 6.01
HOMO (alpha / beta) ... -9.1 / -11.2 eV

=====

Record 2
This record from the Open Molecules 2025 dataset describes a cluster of 2 separate species, C13H18N3O8S4 in total in a non-equilibrium geometry. The level of theory is ωB97M-V/def2-TZVPD.

```
! wB97M-V def2-TZVPD RIJCOSX def2/J DEFGRID3
* xyz -1 1
O -3.92339 4.31524 -2.07508
C -3.80879 2.97753 -1.90076
C -4.95968 2.26230 -0.97592
C -5.22550 0.68061 -1.32444
S -5.35315 -0.20436 0.36339
O -6.24042 0.60668 1.37387
O -6.10870 -1.55598 0.07457
N -3.70750 -0.44117 0.89786
S -3.60912 -1.41813 2.34203
O -2.07678 -1.74130 2.54101
O -4.37355 -2.77637 2.25648
N -4.20666 -0.53910 3.74821
C -3.26441 0.47422 3.94768
S -2.55687 2.01369 4.30788
N -2.66695 2.29030 -2.61554
C -1.55354 1.86777 -1.68300
C -1.57982 1.92340 -0.04178
C -0.28172 1.43227 0.87728
C 1.09355 0.84054 0.13545
C 1.15197 0.79164 -1.51504
C -0.15790 1.31121 -2.39277
H -4.76138 2.46168 0.16832
H -5.97979 2.83065 -1.22178
H -6.31298 0.59455 -1.80523
H -4.43319 0.19417 -2.03528
H -2.98111 1.52665 -3.25336
H -2.53633 2.32006 0.51750
H -0.29012 1.48148 2.04667
H 2.01334 0.45672 0.76058
H 2.11407 0.39968 -2.05787
H -0.06260 1.25936 -3.55914
O 4.49479 -0.90616 1.51557
S 5.38166 -0.82075 0.37388
O 4.88583 -0.63915 -0.97346
O 6.39438 -2.09706 0.39210
C 5.84307 -3.40375 0.45576
C 5.30953 -3.84619 -0.89388
C 6.59865 0.43124 0.69561
H 5.06854 -3.46300 1.22710
H 6.65163 -4.07811 0.75805
H 4.43668 -3.25365 -1.18416
H 5.00995 -4.89764 -0.86634
H 6.06586 -3.71092 -1.67378
H 7.01856 0.27055 1.69044
H 6.10367 1.40391 0.65052
H 7.37621 0.37470 -0.06920
*
```

HOMO-LUMO gap ... 7.2 eV
HOMO ... -5.7 eV